Entry 1:
Density functional theory data (the ωB97M-V functional and the def2-TZVPD basis) for a 2-piece molecular cluster, C6H11NOS overall.

XYZ file:
```
20
Properties=species:S:1:pos:R:3:forces:R:3
C 3.1541 -0.4669 -0.6947 -1.03 -0.13 0.47
C 1.6614 -0.8831 -0.7945 -1.39 1.05 -0.88
H -1.5215 -0.6357 1.6535 -0.80 1.27 0.04
N -3.2851 -1.6524 -0.3691 1.65 -0.30 1.18
C -1.7875 0.4659 1.5281 4.33 -3.56 -3.71
H 2.6551 2.5536 0.0737 -1.80 -1.97 -0.29
H -0.9318 0.9878 1.8515 0.44 1.16 0.85
O -2.0960 1.9832 -0.7860 -0.40 0.24 -0.13
H 1.3062 -0.8819 -1.8759 0.27 -0.53 1.53
H -2.7238 0.7137 1.7338 -3.77 1.28 1.48
H 0.9825 -1.4934 -0.0436 2.01 1.18 -1.54
H -3.7148 0.2395 -1.4372 0.94 -1.71 1.49
C 2.1024 0.5405 -0.4966 -0.08 -2.16 0.42
C -3.0668 -0.4818 -0.6968 -2.09 2.59 -2.72
C 1.8046 1.7337 -0.0763 0.30 3.71 0.83
H 3.8478 -0.4524 -1.5005 -0.10 -0.08 -1.12
S -1.6463 0.6397 -0.3905 0.41 -1.23 1.99
H 0.7642 2.1663 0.1398 1.54 -1.01 -0.56
H 3.6689 -0.8309 0.1546 0.29 -0.06 1.15
H -4.0782 -2.1700 -0.6857 -0.71 0.24 -0.49
```
Forces are in eV/Å.

* energy above the lowest of the compared OMol25 structures with the same formula, charge and spin: 5.429 eV
* 2S+1: 1
* HOMO energy: -9.19 eV
* HOMO-LUMO gap: 9.83 eV

***

Entry 2:
Density functional theory data (the ωB97M-V functional and the def2-TZVPD basis) for a 2-piece molecular cluster, C8H12O6 overall.

XYZ file:
```
26
Properties=species:S:1:pos:R:3:forces:R:3
O 0.2468 0.0495 0.4294 -0.60 0.71 0.10
O 0.2868 -1.6715 -5.3916 0.06 0.07 1.00
H 0.2618 3.7685 1.6784 -0.16 1.94 -1.08
C 0.4188 1.0265 1.1144 0.69 -2.37 -0.95
H -0.0182 3.4325 4.4964 -0.17 0.53 -0.27
C -0.6232 3.0945 3.6564 -2.00 1.95 -3.49
H -0.0962 -2.8875 -0.3126 -7.04 0.80 10.51
H 1.2748 -3.6355 -1.1556 -0.45 -1.80 0.73
H -2.3372 -2.1455 -2.6566 -2.76 -0.98 -0.71
C -0.4372 -2.9575 -2.3536 -3.43 -0.66 2.32
H -0.9872 2.1045 3.8804 -0.29 -0.25 0.12
C 0.1858 2.9405 2.2864 -0.24 -2.28 3.97
O 1.6088 1.3155 1.5854 1.99 -0.42 1.48
C -1.4242 -1.7325 -2.4726 2.53 -2.14 -2.63
O -0.9972 -1.0995 -3.6846 -0.59 1.02 1.32
O 0.1398 -2.9625 -3.6226 1.83 -1.86 1.55
H 1.8358 2.0865 3.4864 1.12 -2.07 5.40
C -0.1212 -1.8745 -4.2696 0.34 1.16 -4.35
H -1.5652 -1.0745 -1.7396 0.39 2.77 3.18
H -1.5852 3.8125 3.3044 2.55 -1.87 1.77
C 1.5878 2.3655 2.5964 0.75 3.49 -9.83
H -1.2392 -3.7865 -2.3806 1.83 0.43 0.39
O -0.4652 1.8855 1.5194 -1.31 1.73 0.65
H 2.4898 3.0435 2.0814 -2.38 -1.12 2.12
H 1.1498 -2.0825 -1.0486 -2.00 -0.92 0.00
C 0.4088 -3.0165 -1.0276 9.34 2.12 -13.28
```
Forces are in eV/Å.

* energy above the lowest of the compared OMol25 structures with the same formula, charge and spin: 4.384 eV
* 2S+1: 1
* SMILES string: C[C@H]1COC(=O)O1.C[C@H]1COC(=O)O1
* HOMO energy: -10.19 eV
* HOMO-LUMO gap: 10.61 eV

***

Entry 3:
Density functional theory data (the ωB97M-V functional and the def2-TZVPD basis) for C26H46AuClO2P as an isolated structure.

XYZ file:
```
77
Properties=species:S:1:pos:R:3:forces:R:3
H -3.4336 1.4745 0.2143 0.05 -0.18 0.14
C 0.0688 3.3210 -2.7182 -0.08 -0.15 0.19
H -0.0050 -0.9396 -2.7751 0.05 -0.19 0.18
H 4.5331 0.4450 2.5441 0.00 -0.20 -0.10
H -0.6160 2.4243 -4.5473 -0.01 -0.02 -0.02
H -2.9067 0.7930 -1.9070 0.23 0.13 -0.13
H 3.4909 3.5016 3.6455 -0.10 -0.14 0.08
H -5.3390 0.7347 1.6706 0.13 0.01 0.14
C -1.7313 -0.8962 2.1633 -2.63 -0.66 -0.50
H -0.4368 -0.8393 2.5607 0.28 0.08 -0.01
Cl 0.0640 2.9623 1.5876 -0.69 1.76 -0.11
H -2.6842 -1.8897 3.8206 -0.01 0.20 0.02
C -0.8791 -3.6545 -2.7350 -0.02 0.10 -0.01
C 3.0030 2.5821 3.2362 -0.07 -0.27 -0.52
H -4.0400 1.5372 2.5721 -0.06 -0.12 -0.07
C -4.1655 -0.5886 2.9316 -0.07 -0.04 -0.17
C -1.9773 1.1852 -2.3448 -0.06 0.15 -0.09
H 1.8523 -1.6349 0.6365 0.19 0.38 0.10
C 2.6889 -0.9592 0.8377 0.97 1.56 -2.55
H 4.4284 1.6806 -0.0244 -0.08 -0.25 0.04
C 4.4525 0.6030 -0.2395 0.27 0.42 0.23
H -2.3762 -0.1681 4.0724 -0.08 -0.08 -0.10
H 2.5066 0.0878 -1.0864 0.05 -0.03 0.52
C -3.3704 0.5409 0.7926 -0.06 -0.21 0.05
H -2.7897 3.1603 -2.5352 0.01 -0.05 -0.08
H -1.3636 2.3550 -0.6316 0.13 -0.16 -0.13
H 0.9968 3.6542 -3.1977 -0.15 0.03 0.03
C 4.8701 -0.4664 2.0337 -0.04 0.25 0.09
C 3.6760 -1.4214 1.8651 0.51 0.32 0.43
H -4.6035 -1.4628 2.4352 0.04 0.00 -0.07
H -4.7592 -0.4213 3.8347 -0.01 -0.05 0.02
H -1.6057 -4.0722 -0.7480 -0.04 0.02 -0.08
H -1.5719 0.3946 -2.9940 -0.08 0.18 0.07
H -0.2239 -2.1015 0.0575 -0.06 0.19 -0.20
P -0.5699 0.2562 0.0089 -0.27 -0.06 0.18
H 3.1928 -1.5724 2.8359 0.01 0.02 -0.11
C 0.4783 -3.0244 -2.4129 -0.05 0.12 0.09
H 1.3705 -0.7948 3.2490 -0.08 -0.28 0.03
H -0.7482 -4.7243 -2.9255 -0.05 0.05 -0.07
H -1.2826 4.0246 -4.2491 -0.01 -0.04 -0.06
O 2.3166 1.8763 3.9955 0.77 0.54 -0.52
H -1.6458 1.2102 1.8544 0.01 -0.20 -0.14
H -2.9794 2.1672 -3.9869 0.04 0.13 0.03
H 1.0746 2.2802 -1.0978 -0.25 -0.01 -0.28
H 0.7824 1.2812 -2.5335 -0.07 0.08 0.06
C 0.5872 -0.2139 2.7733 0.58 1.04 1.30
C 0.3499 -1.5702 -1.9445 0.09 -0.04 0.00
H -1.7941 -1.8417 1.6039 0.13 0.11 0.15
Au 1.4516 1.0184 1.1623 0.05 -1.73 0.51
H -2.7017 -1.9389 -0.2960 0.27 -0.04 -0.24
C -2.7163 -0.9076 3.3299 0.61 0.10 0.20
H -2.4247 -1.3788 -1.9483 0.11 -0.20 0.20
H 6.3270 0.6138 0.8477 -0.17 -0.13 -0.01
C 5.4802 -0.0687 0.6885 -0.13 0.02 -0.03
C -1.0198 3.0791 -3.7661 0.03 -0.07 -0.05
C 0.3431 2.0604 -1.8905 0.03 0.25 -0.03
H 4.8150 0.5064 -1.2760 -0.22 -0.01 0.15
C -1.8994 -3.4570 -1.6098 0.02 0.11 0.12
H -2.8901 -3.7998 -1.9322 0.13 -0.06 0.04
C -2.2822 2.4340 -3.1840 -0.02 -0.07 0.11
C 3.0555 0.0243 -0.1407 0.46 -2.10 0.19
H 0.9696 -3.6034 -1.6185 -0.04 0.06 -0.07
C -0.6124 -1.4577 -0.7546 -0.35 0.29 0.12
C -2.0018 -1.9971 -1.1406 0.02 -0.10 -0.20
H 1.3427 -1.1975 -1.6683 -0.26 -0.10 -0.07
O 3.2482 2.4032 1.9833 -0.18 -0.04 1.38
C -1.9292 0.3132 1.2749 0.68 0.08 -0.33
H -1.2700 -3.2097 -3.6591 0.01 0.00 0.06
H 0.2944 0.6245 3.4276 -0.04 -0.47 -0.14
H 5.6457 -0.9333 2.6605 -0.26 0.02 -0.09
H 4.0732 -2.4019 1.5645 -0.24 -0.02 -0.12
C -0.9596 1.5430 -1.2611 0.00 -0.26 0.08
C -4.3000 0.6280 2.0114 0.17 0.08 -0.08
H 5.8889 -0.9577 0.1914 -0.06 -0.06 0.04
H 1.1337 -3.0600 -3.2908 -0.06 -0.10 0.09
H -0.2486 4.1172 -2.0310 0.06 -0.10 -0.06
H -3.6982 -0.2727 0.1270 -0.01 0.21 0.20
```
Forces are in eV/Å.

* energy above the lowest of the compared OMol25 structures with the same formula, charge and spin: 0.328 eV
* total charge: -1
* 2S+1: 3
* HOMO energy (spin up / spin down): -3.09 / -2.86 eV
* HOMO-LUMO gap (spin up / spin down): 5.68 / 5.41 eV

***

Entry 4:
Density functional theory data (the ωB97M-V functional and the def2-TZVPD basis) for C32H45CuN8O7PSi as an isolated structure.

XYZ file:
```
95
Properties=species:S:1:pos:R:3:forces:R:3
Si 3.4108 -0.3210 -1.6303 -0.54 -0.59 -0.63
H 5.1120 -0.2500 -3.3166 0.28 -0.13 -0.32
H 5.6372 0.8248 -2.0376 0.50 0.31 0.34
H 0.9494 -5.0560 -3.0624 0.13 -0.06 0.19
H 1.1137 -1.0153 -2.6761 0.86 -0.09 0.15
C 1.1824 -5.0260 0.7918 0.23 -0.16 -0.47
N -3.1593 -1.0899 0.4899 0.46 -0.47 -0.26
C -2.4740 -1.2792 -0.6453 -0.60 -0.18 0.37
C -2.0711 4.5621 -1.9929 -0.56 1.32 1.07
C -1.9162 2.1723 -1.6551 -0.05 0.27 -0.32
H -0.4782 4.2644 0.0772 0.06 0.04 0.33
O 2.6507 0.7023 -0.6585 0.01 0.74 0.33
H 4.3922 1.3390 -3.1928 -0.11 0.45 -0.17
C 0.4071 -4.1019 0.1006 0.63 0.04 -0.16
C 4.7943 0.5195 -2.6221 -0.83 -1.00 0.49
O 3.4343 3.9611 -0.0220 0.99 -0.41 1.35
H 1.2918 -4.9722 1.8618 -0.23 0.01 0.21
H -2.1459 4.0012 -4.4279 0.01 0.63 -0.40
Cu 1.0776 0.6939 0.2330 -0.27 -0.01 0.20
C -0.2979 -1.7386 2.5448 1.11 0.91 -0.32
H 2.2656 -0.4476 -3.8445 0.14 0.68 -1.19
H -1.8999 2.3060 -4.3899 0.00 -0.25 0.36
H 1.0677 4.3350 -0.8581 -0.81 -0.10 0.33
H -2.1997 -5.3226 2.4133 -0.12 -0.50 0.74
N -0.6443 4.8791 -1.8788 -0.91 0.42 -0.80
C 2.2009 -0.9965 -2.9435 -0.53 -0.20 1.10
H -2.1090 -3.9237 4.4437 0.39 0.52 -0.20
H 3.6746 2.7968 5.4985 0.01 -0.04 0.26
H -4.4043 -2.0087 1.8524 -0.14 -0.11 0.25
O -5.5536 0.2930 0.9478 -0.02 -0.41 -0.53
C 3.9438 -1.8837 -0.7400 -0.73 -1.43 -0.14
H -3.0860 -4.0435 1.6077 0.40 -0.06 -0.33
H -0.0977 -0.8892 3.1448 0.01 0.48 0.40
C -0.0228 4.0771 -0.8899 1.83 -0.39 0.75
C 3.2934 3.2388 2.2088 0.37 0.57 -0.44
O 5.2072 4.0332 1.2416 0.85 0.10 -0.51
C 1.7993 -5.9957 -1.3031 -0.06 -0.73 -1.13
H -4.3907 -2.8084 0.2621 0.05 0.01 -0.07
C -2.1260 -4.5795 1.6526 -0.15 -1.16 -1.53
H -4.4693 1.9958 0.9456 0.02 -0.02 0.22
C -4.4015 -1.8518 0.7791 0.38 0.95 -0.48
H -0.1634 -3.2578 -1.7902 -0.05 0.05 0.11
C 0.3980 -4.0271 -1.2778 -0.43 -0.59 -0.07
H -2.1895 0.7469 0.8225 -0.16 0.00 0.03
C -4.3936 0.9975 0.5126 0.35 0.40 1.43
H -2.5690 2.1160 -0.7870 0.25 0.28 0.11
H 1.4534 1.8865 5.2573 -0.36 -0.44 0.09
H 4.6852 -2.4759 -1.2618 0.56 0.11 -0.38
N -0.2065 3.4245 -3.8527 -0.78 -0.13 1.66
H -2.0925 1.2727 -2.2264 0.11 -0.59 0.02
O -0.9463 1.6240 3.6783 0.09 0.01 0.43
P -0.0838 2.2685 -1.2478 -0.76 -0.35 -1.03
H -0.2495 5.4994 -3.8539 -0.45 0.59 -0.23
H -2.5362 4.7027 -0.9660 0.43 -0.29 -1.15
H 2.3151 -6.8041 -1.8719 -0.44 0.83 0.46
H -1.2988 -2.3867 4.9419 0.28 -0.09 0.22
C 1.0260 -5.0454 -1.9774 0.67 -0.04 -0.19
N -2.3649 3.2713 -2.5385 0.94 -0.80 -0.17
C 3.2031 2.7635 4.5321 1.47 0.66 -0.30
C -3.1467 0.2754 1.0430 -0.58 -0.15 -0.17
H -4.3621 1.1706 -0.5529 -0.16 -0.48 -0.64
C 0.2436 -1.9762 1.2511 -1.63 -0.58 0.96
H 0.1991 1.3406 -3.4668 -0.03 -0.13 -0.33
H -2.6947 -2.3265 3.9577 -0.50 0.04 0.09
O -0.1840 1.1955 1.6332 -0.17 -0.04 0.25
H 4.2609 -1.8572 0.2804 0.48 0.64 0.76
C -1.0077 -2.8127 2.8872 -0.57 -0.29 1.55
N -1.8702 -1.4624 -1.6159 0.01 0.12 0.03
C 1.9709 2.2103 4.3758 -1.22 0.26 -0.47
C 1.3377 2.2441 3.1249 -0.34 -0.32 0.28
C 0.0243 4.7395 -3.1510 0.41 -1.33 -0.52
H -5.5612 -0.8960 -0.7406 -0.11 -0.02 -0.01
H -2.5204 5.2887 -2.6801 0.05 0.10 0.25
H 1.5473 2.4683 -3.0535 -1.19 -0.28 -0.19
H -1.8898 -5.1757 0.7205 -0.55 0.89 0.83
H 2.5324 -6.6826 0.5765 -0.05 -0.06 0.10
C 1.8856 -5.9775 0.0743 0.18 0.09 0.10
H 4.9169 3.7179 3.5415 -0.58 -0.27 -0.02
N -0.3250 -3.1687 0.8736 0.01 -0.90 -1.04
C -1.7975 -2.9068 4.1372 -0.75 -0.56 -0.03
H -3.2155 0.1772 2.1310 0.02 0.16 -0.09
C -1.6780 3.2272 -3.8488 0.10 -0.57 -0.24
H 1.0875 4.8101 -2.9717 0.39 0.17 -0.02
C 0.4229 2.3186 -3.0594 1.41 1.14 0.53
O 1.0166 -1.3926 0.5172 1.23 1.45 -0.95
H 1.4223 2.8733 1.1539 0.17 0.22 -1.01
H 3.1165 -2.6366 -0.6642 0.08 0.87 -0.31
C 1.9974 2.7989 2.0391 0.11 -0.38 1.09
N -0.9922 -3.7582 1.9276 0.18 0.80 0.59
H 2.5249 -2.0121 -3.1506 -0.12 -0.31 -0.17
C -0.0589 1.6509 2.8523 0.71 0.00 -0.86
C -5.5994 -1.0007 0.3521 0.70 0.09 -0.19
N 4.0593 3.7630 1.0320 -2.08 0.42 -0.39
H -6.5167 -1.4965 0.6224 -0.45 0.05 0.23
C 3.9082 3.2981 3.4479 0.07 -0.40 -0.09
```
Forces are in eV/Å.

* energy above the lowest of the compared OMol25 structures with the same formula, charge and spin: 0.000 eV
* 2S+1: 2
* HOMO energy (spin up / spin down): -8.55 / -8.57 eV
* HOMO-LUMO gap (spin up / spin down): 8.32 / 7.91 eV

***

Q: Which of these has the highest 2S+1?
A: C26H46AuClO2P

***

Q: Which value of 2S+1 does entry 4 give?
A: 2